[1]
# C3H8NO2S2

The ion C3H8NO2S2 with charge +1 (ωB97M-V with the def2-TZVPD basis set, the OMol25 dataset).

Summary:
**E_tot**: -1120.37376 hartree
**SMILES**: [NH3+][C@@H](CS)[C@@]1(O)OS1
**Kohn-Sham gap**: 9.344 eV
**HOMO level**: -13.50 eV
**Relative energy (zero: lowest compared OMol25 entry of this formula, charge and spin)**: 310.07 kJ/mol

```
! RIJCOSX wB97M-V def2-TZVPD def2/J DEFGRID3
* xyz 1 1
O -0.339 2.622 0.026
H 1.490 0.078 -0.533
C 0.048 1.381 0.522
C -0.402 0.056 -0.450
C -0.383 -1.070 0.590
H 1.517 1.985 1.529
N 0.746 -0.297 -1.298
H 0.783 -1.275 -1.507
H -1.870 -2.841 -0.509
H 0.539 -0.957 1.187
H -1.417 0.154 -0.931
H -1.254 -0.765 1.236
S -1.208 2.118 1.494
H 1.000 0.259 -2.156
O 1.348 1.261 0.913
S -0.599 -2.707 -0.111
*
```

[2]
# C3H8NO3

A cluster of 2 separate species, C3H8NO3 in total (ωB97M-V with the def2-TZVPD basis set, the OMol25 dataset).

Summary:
**E_tot**: -399.40230 hartree
**Kohn-Sham gap**: 4.323 eV
**HOMO level**: -3.71 eV
**Relative energy (zero: lowest compared OMol25 entry of this formula, charge and spin)**: 723.40 kJ/mol

```
! RIJCOSX wB97M-V def2-TZVPD def2/J DEFGRID3
* xyz -1 1
N -1.385 0.441 1.344
H -3.023 -1.963 -0.833
C 0.673 -0.303 0.089
H 1.273 -0.879 0.911
H 0.408 1.512 0.930
H 1.533 0.984 -1.768
O 2.480 1.312 -0.044
H -0.586 1.163 -0.545
O -2.643 -1.474 -0.103
H -2.130 -0.038 0.745
O 2.604 -0.593 -1.434
C -0.235 0.723 0.502
C 2.002 0.421 -0.912
H 0.215 -0.962 -0.749
H -1.186 -0.346 1.867
*
```

[3]
# C3H8NO3

A cluster of 2 separate species, C3H8NO3 in total (ωB97M-V with the def2-TZVPD basis set, the OMol25 dataset).

Summary:
**E_tot**: -399.65301 hartree
**Kohn-Sham gap**: 8.111 eV
**HOMO level**: -4.07 eV
**Relative energy (zero: lowest compared OMol25 entry of this formula, charge and spin)**: 65.15 kJ/mol

```
! RIJCOSX wB97M-V def2-TZVPD def2/J DEFGRID3
* xyz -1 1
N 0.389 -0.362 -0.991
H -0.097 -0.432 -1.878
O -2.642 1.433 -0.112
H 1.800 -1.748 -0.362
H 1.053 -2.833 0.451
C -1.566 1.206 -0.709
H 0.204 1.883 1.254
H -0.410 0.529 2.102
H 1.129 0.326 -1.111
H 1.128 0.437 1.402
O 1.927 -2.496 0.273
H -1.284 -0.586 0.326
C 0.119 0.790 1.177
C -0.575 0.175 -0.026
O -1.175 1.678 -1.797
*
```

[4]
# C3H8NO3

A cluster of 2 separate species, C3H8NO3 in total (ωB97M-V with the def2-TZVPD basis set, the OMol25 dataset).

Summary:
**E_tot**: -399.50174 hartree
**Kohn-Sham gap (alpha / beta)**: 11.255 / 6.908 eV
**HOMO level (alpha / beta)**: -10.56 / -10.47 eV
**Relative energy (zero: lowest compared OMol25 entry of this formula, charge and spin)**: 64.94 kJ/mol

```
! RIJCOSX wB97M-V def2-TZVPD def2/J DEFGRID3
* xyz 0 2
O 1.097 0.503 1.686
H -0.849 -0.588 -0.683
H 0.697 0.109 -3.088
O 0.917 -0.778 -2.750
H -1.405 -2.292 0.688
H 1.200 -0.516 -1.849
H -0.465 -1.391 1.765
C 0.634 0.684 0.573
O 1.149 0.649 -0.553
C -1.374 -1.310 1.175
C -0.902 1.008 0.493
H -1.061 1.699 -0.322
H -1.456 1.219 1.404
N -1.434 -0.321 0.110
H -2.328 -1.223 1.704
*
```

[5]
# C3H8NO3

The ion C3H8NO3 with charge +1 (ωB97M-V with the def2-TZVPD basis set, the OMol25 dataset).

Summary:
**E_tot**: -399.24589 hartree
**SMILES**: OC[NH2+][C@@]1(O)CO1
**Kohn-Sham gap**: 12.317 eV
**HOMO level**: -15.87 eV
**Relative energy (zero: lowest compared OMol25 entry of this formula, charge and spin)**: 276.64 kJ/mol

```
! RIJCOSX wB97M-V def2-TZVPD def2/J DEFGRID3
* xyz 1 1
N 0.341 0.245 -0.665
O 2.837 0.041 -0.105
H 1.302 -1.005 0.811
H -2.615 0.433 1.474
H -1.599 1.760 1.005
C -1.116 -0.226 -0.100
C -1.867 0.746 0.697
H -1.282 -2.011 -0.795
H 3.229 -0.612 -0.764
H 0.539 -0.287 -1.478
O -1.096 -1.531 0.050
H 0.367 1.288 -0.833
C 1.552 -0.075 0.376
O -2.104 0.529 -0.709
H 1.512 0.706 1.036
*
```

[6]
# C3H8NO3S

A cluster of 2 separate species, C3H8NO3S in total (ωB97M-V with the def2-TZVPD basis set, the OMol25 dataset).

Summary:
**E_tot**: -797.84554 hartree
**Kohn-Sham gap**: 7.535 eV
**HOMO level**: -4.57 eV
**Relative energy (zero: lowest compared OMol25 entry of this formula, charge and spin)**: 69.88 kJ/mol

```
! RIJCOSX wB97M-V def2-TZVPD def2/J DEFGRID3
* xyz -1 1
C 0.125 -0.959 -1.093
H -1.462 3.179 1.312
H 0.298 -1.293 -2.130
H 1.168 0.763 -1.413
C 1.067 -1.542 -0.046
H 0.765 -1.368 0.977
O -0.149 2.602 -0.382
N 0.256 0.488 -1.087
S 1.060 -3.425 -0.123
H 2.097 -1.382 -0.355
H -0.887 -1.281 -0.754
O -1.009 0.890 0.784
H -0.983 2.419 2.316
C -0.410 1.397 -0.186
H -0.229 -3.551 -0.073
O -1.708 3.062 2.252
*
```

[7]
# C3H8NOP

An isolated molecule of C3H8NOP (ωB97M-V with the def2-TZVPD basis set, the OMol25 dataset).

Summary:
**E_tot**: -590.31727 hartree
**Kohn-Sham gap (alpha / beta)**: 7.490 / 8.224 eV
**HOMO level (alpha / beta)**: -7.67 / -7.97 eV
**Relative energy (zero: lowest compared OMol25 entry of this formula, charge and spin)**: 357.28 kJ/mol

```
! RIJCOSX wB97M-V def2-TZVPD def2/J DEFGRID3
* xyz 0 1
H 1.386 1.528 -2.161
P -1.497 -1.257 1.057
H -2.101 -0.919 3.363
H 0.634 0.216 -2.961
C 1.070 0.519 -2.067
H -0.973 1.056 -1.209
N 0.047 -0.885 0.532
C 0.461 0.580 0.433
H -0.916 -2.380 1.404
O -1.383 -0.802 2.646
H 1.828 -0.217 -1.822
C 0.079 0.711 -0.958
H 1.496 0.546 0.643
H -0.133 1.305 1.100
*
```

[8]
# C3H8NOPS2

An isolated molecule of C3H8NOPS2 (ωB97M-V with the def2-TZVPD basis set, the OMol25 dataset).

Summary:
**E_tot**: -1386.81239 hartree
**SMILES**: [H]/N=C/CO[P@H](=S)SC
**Kohn-Sham gap**: 9.721 eV
**HOMO level**: -9.13 eV
**Relative energy (zero: lowest compared OMol25 entry of this formula, charge and spin)**: 208.62 kJ/mol

```
! RIJCOSX wB97M-V def2-TZVPD def2/J DEFGRID3
* xyz 0 1
H 0.621 1.122 1.458
H -4.119 2.065 0.140
H -3.003 0.580 -1.331
P 0.930 0.704 0.262
H -1.375 -1.112 -0.062
N -3.343 1.375 0.541
C 2.963 -1.603 -0.317
C -2.745 0.632 -0.263
H -1.434 0.049 1.376
C -1.485 -0.082 0.227
S 2.282 1.712 -0.734
H 3.213 -0.611 -0.721
H 3.606 -1.842 0.619
H 3.153 -2.412 -0.994
O -0.541 0.806 -0.432
S 1.278 -1.383 0.231
*
```

[9]
# C3H8NOS

A cluster of 2 separate species, C3H8NOS in total (ωB97M-V with the def2-TZVPD basis set, the OMol25 dataset).

Summary:
**E_tot**: -646.83920 hartree
**Kohn-Sham gap**: 3.251 eV
**HOMO level**: -12.59 eV
**Relative energy (zero: lowest compared OMol25 entry of this formula, charge and spin)**: 486.37 kJ/mol

```
! RIJCOSX wB97M-V def2-TZVPD def2/J DEFGRID3
* xyz 1 1
H 4.592 0.887 0.523
C -0.696 -0.219 -1.349
O 1.242 -0.077 -0.001
C -1.438 0.780 -0.480
H 3.135 -0.094 0.467
C 0.621 -0.434 -1.001
H -3.336 0.594 1.210
H -2.274 1.355 -1.021
S -2.240 -0.096 0.967
N 4.168 -0.030 0.403
H -1.260 -0.909 -1.933
H 4.422 -0.604 1.174
H 1.190 -1.205 -1.641
H -0.654 1.573 -0.089
*
```

[10]
# C3H8NOS2

A cluster of 2 separate species, C3H8NOS2 in total (ωB97M-V with the def2-TZVPD basis set, the OMol25 dataset).

Summary:
**E_tot**: -1045.20761 hartree
**Kohn-Sham gap**: 9.951 eV
**HOMO level**: -14.14 eV
**Relative energy (zero: lowest compared OMol25 entry of this formula, charge and spin)**: 9.95 kJ/mol

```
! RIJCOSX wB97M-V def2-TZVPD def2/J DEFGRID3
* xyz 1 1
S 2.725 0.273 -0.616
H -1.275 1.016 -1.818
S 0.304 1.467 0.869
H -1.475 -0.049 1.172
H -2.098 1.534 0.546
H 3.308 0.900 0.388
C -1.271 0.815 0.417
H -0.173 -1.215 1.832
H -1.812 -0.546 -1.197
C 1.060 0.443 -0.266
H 0.658 -2.472 1.226
N 0.166 -0.216 -0.996
C -1.161 0.337 -1.059
H 0.448 -0.764 -1.802
O 0.598 -1.524 1.304
*
```

Q: Among the records above, which one has the lowest relative energy (zero: lowest compared OMol25 entry of this formula, charge and spin)?
A: C3H8NOS2

Q: Among the records above, which one has the highest relative energy (zero: lowest compared OMol25 entry of this formula, charge and spin)?
A: number 2

Q: The highest E_tot belongs to which entry?
A: number 5